No. 1
Entry from the OMol25 dataset: a 2-piece molecular cluster, C5H14O2SSi overall in a non-equilibrium geometry (ωB97M-V with the def2-TZVPD basis set).

Each line ends with the Löwdin charge.
Cartesian coordinates (Å):
C  -2.200  -1.001  -1.390  -0.22
H  -2.126  1.832  -0.829  0.03
H  1.200  -1.441  0.135  -0.01
H  -2.076  1.989  0.935  0.03
H  -0.625  2.420  0.203  -0.01
H  4.676  1.003  0.352  0.09
S  3.490  0.188  0.298  0.59
C  -1.589  -1.090  1.590  -0.20
C  0.533  -0.861  -0.478  -0.04
H  -2.779  -1.122  1.701  0.07
H  0.731  -1.036  -1.530  0.01
H  -2.225  -0.416  -2.381  0.05
H  2.213  1.578  -1.201  0.04
H  -1.101  -2.051  1.929  0.05
H  -3.197  -1.297  -1.007  0.03
C  2.345  1.445  -0.141  -0.08
H  1.629  1.508  0.652  0.01
O  3.052  -0.367  1.581  -0.38
C  -1.446  1.772  0.056  -0.16
H  -1.740  -1.882  -1.860  0.02
Si  -1.184  -0.163  -0.023  0.50
O  3.738  -0.677  -0.847  -0.40
H  -1.318  -0.332  2.257  -0.03

Forces on atoms 1 to 3 (eV/Å):
C -0.146 0.823 -1.785
H 0.940 0.960 0.443
H -0.031 -0.024 0.437

Computed properties:
- LUMO level (alpha / beta): -1.51 / -0.16 eV
- Largest force on an atom: 3.4 eV Å⁻¹
- Molecular weight: 166.32 g mol⁻¹
- Orbital gap (alpha / beta): 7.1 / 10.0 eV
- Multiplicity: 1
- Energy relative to the best compared isomer or geometry (same formula, charge and spin): 132.3 kcal per mole
- HOMO energy (alpha / beta): -8.63 / -10.16 eV
- Electronic energy: -1036.87003 Ha

No. 2
Entry from the OMol25 dataset: a 3-piece molecular cluster, C5H14O3 overall in a non-equilibrium geometry (ωB97M-V with the def2-TZVPD basis set).

Each line ends with the Löwdin charge.
Cartesian coordinates (Å):
H  1.008  -1.340  -2.016  0.07
C  1.957  0.877  1.275  -0.16
H  2.621  -1.112  1.448  0.11
O  1.153  2.561  -0.225  0.04
C  0.902  -1.345  0.224  -0.26
H  2.929  1.060  0.831  0.11
H  1.050  0.240  -1.237  0.06
H  1.231  -0.840  2.353  0.10
C  1.343  -0.815  -1.128  -0.11
O  -2.539  -0.282  -2.686  -0.06
C  1.640  -0.644  1.359  -0.21
H  0.002  1.973  1.276  0.13
H  2.004  1.209  2.324  0.12
O  -5.180  0.471  0.295  -0.06
H  -0.186  -1.387  0.293  0.10
H  1.211  -2.384  0.306  0.10
H  -2.599  0.061  -1.792  0.01
H  2.436  -0.729  -1.208  0.08
C  0.950  1.830  0.712  -0.29
H  -2.352  0.448  -3.295  0.04
H  -4.231  0.605  0.390  0.02
H  -5.350  -0.455  0.500  0.04

Forces on atoms 1 to 3 (eV/Å):
H -0.292 -0.289 0.152
C -0.370 -0.163 0.712
H 0.144 -0.040 -0.212

Computed properties:
- LUMO level: 0.22 eV
- Largest force on an atom: 1.4 eV Å⁻¹
- Molecular weight: 122.16 g mol⁻¹
- Orbital gap: 10.1 eV
- SMILES string: CCCCC=O.O.O
- Multiplicity: 1
- Energy relative to the best compared isomer or geometry (same formula, charge and spin): 11.1 kcal per mole
- HOMO energy: -9.92 eV
- Electronic energy: -424.58850 Ha

No. 3
Entry from the OMol25 dataset: a 3-piece molecular cluster, C5H14O3 overall in a non-equilibrium geometry (ωB97M-V with the def2-TZVPD basis set).

Each line ends with the Löwdin charge.
Cartesian coordinates (Å):
H  -1.196  -1.575  -2.635  0.06
H  -1.140  2.541  0.642  0.11
H  -0.154  -1.003  1.704  0.12
H  -2.112  0.278  2.462  0.17
C  -1.678  0.450  1.322  -0.19
C  -0.852  1.743  1.361  -0.23
O  -0.318  -1.535  -2.222  -0.03
H  -0.984  2.114  2.434  0.12
H  2.946  -1.426  -1.831  -0.04
O  -1.353  -1.651  0.241  0.05
C  0.942  1.258  -0.350  -0.11
H  2.017  1.151  -0.583  0.07
H  -2.696  0.624  0.725  0.15
H  1.895  -0.616  -1.247  0.04
H  0.943  0.742  1.849  0.09
H  0.166  -2.045  -2.822  0.01
C  0.673  1.526  1.123  -0.26
H  0.613  2.059  -0.966  0.07
C  -1.016  -0.832  1.050  -0.34
H  1.230  2.402  1.561  0.12
O  2.880  -0.628  -1.459  -0.03
H  0.381  0.402  -0.805  0.06

Forces on atoms 1 to 3 (eV/Å):
H 0.091 0.255 0.607
H -0.429 -0.695 0.525
H 0.307 -0.309 0.118

Computed properties:
- LUMO level: 0.63 eV
- Largest force on an atom: 5.6 eV Å⁻¹
- Molecular weight: 122.16 g mol⁻¹
- Orbital gap: 10.2 eV
- SMILES string: CCCCC=O.O.O
- Multiplicity: 1
- Energy relative to the best compared isomer or geometry (same formula, charge and spin): 32.0 kcal per mole
- HOMO energy: -9.59 eV
- Electronic energy: -424.55517 Ha

No. 4
Entry from the OMol25 dataset: a 2-piece molecular cluster, C5H14O3 overall in a non-equilibrium geometry (ωB97M-V with the def2-TZVPD basis set).

Each line ends with the Löwdin charge.
Cartesian coordinates (Å):
O  0.425  -4.056  0.741  -0.20
H  0.592  -0.506  -0.781  0.09
H  -1.971  2.931  4.444  0.05
C  0.302  -2.373  2.326  -0.18
H  1.730  -1.863  0.818  0.13
H  1.014  -2.973  2.925  0.13
C  -0.214  -4.784  -0.306  -0.11
C  -0.531  -3.272  1.418  -0.24
O  0.549  -0.192  1.303  -0.21
H  -1.221  -2.666  0.801  0.12
H  -0.339  -1.809  3.031  0.13
H  0.507  -5.493  -0.747  0.09
H  -0.117  1.061  -0.279  0.09
H  1.968  -1.084  2.410  0.13
H  -0.999  -0.466  0.041  0.07
C  0.000  0.000  0.000  -0.11
C  1.202  -1.431  1.690  -0.24
H  -0.638  -4.165  -1.115  0.09
H  -1.031  -5.358  0.162  0.09
H  -1.139  -4.002  1.987  0.13
H  -0.988  1.747  4.677  0.04
O  -1.350  2.555  5.107  -0.09

Forces on atoms 1 to 3 (eV/Å):
O -0.442 0.133 -1.761
H -0.059 0.135 0.218
H 0.700 -0.449 0.685

Computed properties:
- LUMO level: 0.76 eV
- Largest force on an atom: 3.3 eV Å⁻¹
- Molecular weight: 122.16 g mol⁻¹
- Orbital gap: 10.4 eV
- SMILES string: COCCCOC.O
- Multiplicity: 1
- Energy relative to the best compared isomer or geometry (same formula, charge and spin): 30.6 kcal per mole
- HOMO energy: -9.61 eV
- Electronic energy: -424.55751 Ha

No. 5
Entry from the OMol25 dataset: a 4-piece molecular cluster, C5H14O3 overall in a non-equilibrium geometry (ωB97M-V with the def2-TZVPD basis set).

Each line ends with the Löwdin charge.
Cartesian coordinates (Å):
O  -4.399  -1.753  -0.067  -0.09
H  1.896  0.853  0.925  0.10
H  2.518  -1.849  0.439  0.05
H  2.058  -1.261  4.057  0.05
H  -3.894  -2.486  -0.434  0.02
H  1.083  -2.173  3.252  0.01
C  1.240  -0.331  -0.670  -0.16
H  -0.811  1.730  1.252  0.05
H  0.749  -2.206  0.159  0.09
H  -1.420  1.721  -3.022  0.04
C  1.685  -1.674  -0.192  -0.12
O  -0.795  1.963  -3.728  -0.07
C  0.710  2.137  -0.215  -0.16
H  0.699  -0.341  -1.599  0.10
H  1.203  2.824  -0.878  0.09
C  1.275  0.778  0.058  -0.15
H  -1.003  3.308  0.532  0.06
O  1.276  -1.841  4.128  -0.06
H  -4.779  -2.261  0.725  0.07
C  -0.379  2.381  0.523  -0.01
H  -0.918  2.772  -4.213  0.02
H  2.007  -2.294  -1.031  0.06

Forces on atoms 1 to 3 (eV/Å):
O -0.786 -1.712 1.974
H 0.291 -0.647 0.822
H 0.509 0.759 1.362

Computed properties:
- LUMO level: 0.58 eV
- Largest force on an atom: 2.7 eV Å⁻¹
- Molecular weight: 122.16 g mol⁻¹
- Orbital gap: 9.9 eV
- SMILES string: C=C/C=C/C.O.O.O
- Multiplicity: 1
- Energy relative to the best compared isomer or geometry (same formula, charge and spin): 46.1 kcal per mole
- HOMO energy: -9.35 eV
- Electronic energy: -424.53281 Ha

No. 6
Entry from the OMol25 dataset: a 4-piece molecular cluster, C5H14O3 overall in a non-equilibrium geometry (ωB97M-V with the def2-TZVPD basis set).

Each line ends with the Löwdin charge.
Cartesian coordinates (Å):
H  -0.670  2.793  -2.939  0.05
H  1.758  0.701  -0.500  0.07
C  -1.259  -1.368  1.639  -0.07
H  1.058  -1.458  2.620  0.06
O  0.050  2.462  2.180  -0.05
H  -1.485  -2.198  0.971  0.09
C  1.080  -0.674  1.871  0.04
H  1.974  -0.081  1.748  0.06
H  -0.478  -2.448  -2.880  0.03
H  1.050  -2.292  -2.597  0.03
O  -0.492  1.964  -3.396  -0.06
C  -0.203  0.169  -0.083  -0.16
H  0.444  2.023  -3.586  0.03
O  0.287  -2.860  -2.475  -0.06
C  0.717  0.800  -0.796  0.03
C  -0.044  -0.641  1.140  -0.39
H  -1.115  -1.791  2.619  0.07
H  -0.628  1.797  2.301  0.02
H  0.478  1.491  -1.598  0.02
H  -2.091  -0.681  1.774  0.08
H  -1.265  0.368  -0.232  0.11
H  0.833  1.924  2.221  0.00

Forces on atoms 1 to 3 (eV/Å):
H -0.214 0.010 -0.051
H 0.052 -0.115 -0.254
C 0.227 -0.344 -0.297

Computed properties:
- LUMO level: 0.60 eV
- Largest force on an atom: 1.5 eV Å⁻¹
- Molecular weight: 122.16 g mol⁻¹
- Orbital gap: 9.6 eV
- SMILES string: C=CC(=C)C.O.O.O
- Multiplicity: 1
- Energy relative to the best compared isomer or geometry (same formula, charge and spin): 31.1 kcal per mole
- HOMO energy: -8.96 eV
- Electronic energy: -424.55661 Ha

No. 7
Entry from the OMol25 dataset: a 3-piece molecular cluster, C5H14O3 overall in a non-equilibrium geometry (ωB97M-V with the def2-TZVPD basis set).

Each line ends with the Löwdin spin population.
Cartesian coordinates (Å):
O  -2.749  -2.241  -2.198  0.00
H  -2.868  -3.149  -1.969  0.00
H  -2.212  1.453  -0.503  0.00
H  2.612  -0.643  -0.896  0.03
H  1.671  1.397  1.306  0.00
O  2.052  1.976  0.552  0.50
H  -0.601  1.211  1.315  0.00
H  3.110  1.503  -0.996  0.08
O  -1.483  -0.298  3.654  0.00
C  2.125  1.359  -0.632  0.18
H  1.373  -0.120  -1.924  0.01
H  -1.330  0.018  -1.451  0.00
H  1.100  -0.925  1.041  0.00
C  1.619  -0.115  -0.861  0.05
H  -0.099  -1.360  -0.202  0.00
H  -0.744  -0.003  2.937  0.00
H  1.701  2.006  -1.338  0.09
H  -1.157  -1.159  3.562  0.00
H  -2.714  -1.792  -1.326  0.00
C  -1.392  0.704  -0.563  0.03
C  0.520  -0.515  0.114  0.01
C  -0.533  0.692  0.382  0.02

Forces on atoms 1 to 3 (eV/Å):
O 0.428 1.523 0.800
H -0.199 -1.111 0.092
H 0.380 -0.809 -0.390

Computed properties:
- LUMO level (alpha / beta): -3.72 / -9.72 eV
- Largest force on an atom: 5.1 eV Å⁻¹
- Molecular weight: 122.16 g mol⁻¹
- Orbital gap (alpha / beta): 10.7 / 4.7 eV
- Net charge: +1
- Expectation value of S²: 0.754
- Multiplicity: 2
- Energy relative to the best compared isomer or geometry (same formula, charge and spin): 68.1 kcal per mole
- HOMO energy (alpha / beta): -14.43 / -14.43 eV
- Electronic energy: -424.14587 Ha

No. 8
Entry from the OMol25 dataset: a 2-piece molecular cluster, C5H14PS overall in a non-equilibrium geometry (ωB97M-V with the def2-TZVPD basis set).

Each line ends with the Löwdin spin population.
Cartesian coordinates (Å):
H  -1.487  1.222  -1.508  0.00
C  -1.494  0.108  -1.436  0.00
H  4.563  -0.742  0.527  0.11
P  -0.387  -0.521  -0.087  0.02
H  -1.867  1.721  0.398  0.00
H  -2.415  -0.354  -1.671  0.00
H  -0.566  3.071  0.561  0.00
H  0.677  0.023  -2.289  0.00
S  3.522  -0.174  -0.025  1.53
H  -0.369  -2.930  0.328  0.00
H  -0.036  0.503  2.015  0.00
C  0.124  0.882  0.988  0.02
H  -0.395  -1.908  1.815  0.00
C  -0.879  2.089  0.970  0.00
H  1.169  1.231  0.803  0.01
H  -0.348  -1.509  -2.138  0.00
H  -1.928  -2.155  0.974  0.00
C  -0.847  -2.043  0.806  0.01
C  -0.106  -0.558  -1.842  0.01
H  4.285  -0.123  -1.199  0.27
H  -1.216  2.167  2.010  0.00

Forces on atoms 1 to 3 (eV/Å):
H -0.103 -1.123 0.130
C 2.812 1.012 0.826
H 1.605 -0.824 0.478

Computed properties:
- LUMO level (alpha / beta): -3.16 / -6.66 eV
- Largest force on an atom: 3.8 eV Å⁻¹
- Molecular weight: 137.21 g mol⁻¹
- Orbital gap (alpha / beta): 4.6 / 8.2 eV
- Net charge: +1
- Expectation value of S²: 2.004
- Multiplicity: 3
- HOMO energy (alpha / beta): -7.79 / -14.88 eV
- Electronic energy: -937.93048 Ha

No. 9
Entry from the OMol25 dataset: a 2-piece molecular cluster, C5H14S overall in a non-equilibrium geometry (ωB97M-V with the def2-TZVPD basis set).

Each line ends with the Löwdin spin population.
Cartesian coordinates (Å):
S  2.261  -1.079  0.390  0.52
H  3.338  -0.332  0.550  0.11
C  -1.956  0.603  0.034  0.01
C  -1.547  1.276  1.307  0.01
H  -3.046  0.420  0.070  0.00
H  -2.048  0.930  2.250  0.00
H  -0.167  -1.039  -0.759  0.00
H  -1.147  -0.140  -0.215  0.00
H  0.111  0.107  1.946  0.01
H  0.390  1.666  2.289  0.02
H  0.492  1.179  0.518  0.01
C  1.862  -1.718  -1.285  0.10
H  2.508  -1.797  -2.125  0.03
C  0.622  -0.959  -1.624  0.08
H  -1.796  1.204  -0.811  0.00
H  1.467  -2.725  -1.032  0.01
H  -1.884  2.266  1.386  0.00
H  0.095  -1.119  -2.522  0.01
H  0.413  0.197  -1.803  0.01
C  0.033  1.062  1.436  0.06

Forces on atoms 1 to 3 (eV/Å):
S -0.476 -1.296 0.871
H 1.210 0.443 -0.892
C -0.140 -0.727 0.560

Computed properties:
- LUMO level (alpha / beta): 3.36 / 3.30 eV
- Largest force on an atom: 5.4 eV Å⁻¹
- Molecular weight: 106.23 g mol⁻¹
- Orbital gap (alpha / beta): 2.3 / 8.4 eV
- Net charge: -1
- Expectation value of S²: 0.752
- Multiplicity: 2
- Energy relative to the best compared isomer or geometry (same formula, charge and spin): 63.5 kcal per mole
- HOMO energy (alpha / beta): 1.09 / -5.10 eV
- Electronic energy: -596.92603 Ha

No. 10
Entry from the OMol25 dataset: a 2-piece molecular cluster, C5H14S overall in a non-equilibrium geometry (ωB97M-V with the def2-TZVPD basis set).

Each line ends with the Löwdin charge.
Cartesian coordinates (Å):
C  0.906  1.241  -0.922  -0.36
H  -1.375  -0.050  -0.520  -0.02
H  2.499  1.773  0.455  0.08
H  -0.703  0.336  2.094  0.07
S  -0.518  -1.797  0.826  0.74
H  2.092  1.929  -2.705  0.11
H  -2.186  -0.780  2.044  0.02
C  1.064  1.530  -2.337  -0.16
H  -2.534  -1.329  -0.366  0.09
H  2.195  3.182  -0.556  0.08
C  1.677  2.307  -0.088  -0.13
H  1.316  0.208  -0.639  0.11
H  -1.076  -1.590  -1.341  0.03
H  0.260  2.151  -2.751  0.08
C  -1.119  -0.740  2.202  -0.38
H  0.985  2.763  0.580  0.04
H  1.011  0.543  -2.728  0.05
C  -1.366  -1.097  -0.428  -0.58
H  -0.224  1.304  -0.511  0.12
H  -0.930  -1.144  3.164  0.01

Forces on atoms 1 to 3 (eV/Å):
C -0.502 0.782 3.784
H 0.545 1.197 -0.161
H -0.758 0.663 0.009

Computed properties:
- LUMO level: 0.97 eV
- Largest force on an atom: 5.5 eV Å⁻¹
- Molecular weight: 106.23 g mol⁻¹
- Orbital gap: 9.3 eV
- SMILES string: CCC.CSC
- Multiplicity: 1
- Energy relative to the best compared isomer or geometry (same formula, charge and spin): 42.2 kcal per mole
- HOMO energy: -8.35 eV
- Electronic energy: -597.00998 Ha